This record from the Open Molecules 2025 dataset describes a single C3H5BrFN molecule. The level of theory is ωB97M-V/def2-TZVPD.

Positions of all 11 atoms, in Å:
C -1.085949 0.409198 -0.280409
C 0.260537 0.433712 0.936176
C 0.896308 -0.420540 -0.243813
N -0.036315 0.089014 -1.191730
F 0.695072 -1.763087 -0.125543
Br -0.127676 -0.260616 2.596995
H -1.658834 -0.522100 0.171102
H -1.462159 1.360823 -0.401212
H 0.595451 1.355703 1.023671
H 2.034820 -0.254524 -0.341028
H -0.111254 -0.427581 -2.144209

Atoms 1-3, force components in eV/Å:
C 2.32 -3.55 4.12
C -3.94 -4.26 -4.54
C 1.33 1.43 0.57

Its HOMO-LUMO gap is 0.3837 Ha. The SMILES is F[C@H]1NC[C@H]1Br. For the largest force on an atom, the calculation gives 7.37 eV/A. As for the total energy: -77439.740 eV.